{"formula": "C28H22Cl37NO3", "method": "ωB97M-V/def2-TZVPD", "elements": ["O", "C", "Cl", "C", "C", "C", "C", "C", "C", "C", "C", "O", "N", "C", "C", "C", "C", "C", "C", "C", "O", "H", "H", "H", "H", "H", "H", "H", "H", "H", "H", "C", "Cl", "Cl", "Cl", "H", "C", "Cl", "Cl", "Cl", "H", "C", "Cl", "Cl", "Cl", "H", "C", "Cl", "Cl", "Cl", "H", "C", "Cl", "Cl", "Cl", "H", "C", "Cl", "Cl", "Cl", "H", "C", "Cl", "Cl", "Cl", "H", "C", "Cl", "Cl", "Cl", "H", "C", "Cl", "Cl", "Cl", "H", "C", "Cl", "Cl", "Cl", "H", "C", "Cl", "Cl", "Cl", "H", "C", "Cl", "Cl", "Cl", "H"], "positions_angstrom": [[5.909, 1.491, 2.832], [5.905, 1.198, 1.683], [6.841, -0.216, 1.116], [5.146, 1.899, 0.580], [3.666, 1.584, 0.713], [3.261, 0.239, 0.698], [1.925, -0.109, 0.838], [1.012, 0.922, 0.971], [1.405, 2.245, 0.954], [2.735, 2.604, 0.830], [0.200, 3.107, 1.113], [0.153, 4.306, 1.086], [-0.888, 2.229, 1.349], [-2.150, 2.521, 0.705], [-2.214, 2.576, -0.679], [-3.420, 2.822, -1.296], [-4.575, 2.998, -0.545], [-4.502, 2.961, 0.838], [-3.289, 2.717, 1.464], [-0.464, 0.869, 1.160], [-1.196, -0.085, 1.147], [5.470, 1.488, -0.376], [5.328, 2.968, 0.655], [3.991, -0.556, 0.612], [1.581, -1.136, 0.844], [3.027, 3.645, 0.816], [-1.308, 2.423, -1.254], [-3.497, 2.846, -2.375], [-5.535, 3.171, -1.012], [-5.385, 3.108, 1.443], [-3.215, 2.665, 2.542], [-8.520, 2.458, 1.780], [-7.521, 3.585, 2.707], [-9.957, 3.274, 1.160], [-7.595, 1.732, 0.470], [-8.842, 1.666, 2.444], [-2.700, -3.594, 1.703], [-2.092, -4.706, 2.938], [-1.958, -3.942, 0.144], [-4.457, -3.669, 1.615], [-2.421, -2.587, 1.988], [3.439, -0.259, -3.815], [2.237, 0.889, -4.400], [3.283, -0.478, -2.062], [3.314, -1.794, -4.670], [4.420, 0.154, -4.001], [7.899, -3.105, 3.234], [8.740, -4.070, 4.446], [8.537, -3.428, 1.619], [6.162, -3.400, 3.288], [8.069, -2.059, 3.455], [-4.871, -0.757, 5.026], [-6.217, -1.318, 6.011], [-3.944, -2.116, 4.388], [-5.433, 0.264, 3.703], [-4.219, -0.166, 5.655], [-3.525, 7.035, -2.879], [-2.377, 6.384, -4.054], [-3.913, 5.826, -1.658], [-2.895, 8.510, -2.142], [-4.434, 7.289, -3.407], [6.779, 2.737, -5.323], [5.757, 2.227, -3.972], [7.831, 1.419, -5.834], [5.794, 3.315, -6.662], [7.400, 3.553, -4.979], [-4.333, -2.478, 9.454], [-3.736, -2.565, 7.798], [-4.770, -0.820, 9.875], [-5.703, -3.564, 9.682], [-3.539, -2.793, 10.117], [0.340, -4.324, -3.279], [1.186, -3.093, -2.338], [-1.175, -3.679, -3.914], [1.355, -4.936, -4.584], [0.107, -5.150, -2.621], [-9.357, -0.903, -1.839], [-10.438, -0.129, -0.678], [-8.902, 0.227, -3.116], [-7.927, -1.555, -1.040], [-9.890, -1.727, -2.293], [9.982, 0.111, -1.357], [9.595, -1.077, -0.113], [8.881, -0.036, -2.730], [9.932, 1.748, -0.695], [10.987, -0.078, -1.709], [2.015, -8.783, -6.444], [1.788, -9.217, -4.749], [0.498, -8.906, -7.332], [2.697, -7.163, -6.589], [2.717, -9.481, -6.878]], "forces_ev_per_a": [[0.004, -0.021, -0.356], [0.077, 0.149, 0.522], [-0.250, 0.111, 0.084], [-0.354, -0.601, -0.200], [0.206, -0.181, 0.064], [-0.312, 0.060, 0.510], [-0.073, 0.131, 0.093], [-0.047, -0.055, 0.111], [0.082, -0.099, 0.060], [-0.113, 0.008, -0.028], [0.204, 0.026, 0.373], [-0.175, -0.126, -0.137], [-0.194, -0.612, -1.166], [-0.303, 0.348, 0.502], [0.332, -0.028, 0.076], [-0.435, -0.295, -0.281], [0.066, -0.030, 0.310], [0.060, -0.039, 0.106], [0.188, -0.012, 0.163], [0.015, 0.201, 0.192], [0.230, 0.261, 0.043], [0.216, 0.327, -0.063], [0.057, 0.017, -0.041], [0.117, 0.105, -0.016], [0.127, -0.032, -0.012], [0.019, 0.015, 0.058], [-0.040, 0.003, -0.090], [0.163, 0.041, -0.016], [0.051, 0.020, -0.152], [0.103, -0.007, -0.114], [-0.025, 0.025, 0.006], [-0.024, 0.062, -0.056], [-0.163, -0.026, 0.101], [-0.011, -0.026, 0.012], [-0.066, -0.041, 0.040], [0.017, 0.004, 0.024], [0.034, 0.037, -0.002], [0.002, 0.030, 0.038], [-0.018, 0.033, -0.080], [-0.032, -0.164, -0.316], [0.021, 0.018, -0.034], [-0.072, -0.193, -0.064], [0.021, 0.015, 0.021], [0.089, 0.105, -0.435], [0.102, 0.080, -0.055], [-0.062, -0.070, -0.040], [-0.032, 0.003, 0.013], [0.004, 0.017, -0.007], [-0.063, -0.169, 0.114], [0.001, 0.009, -0.002], [-0.013, 0.013, -0.016], [0.016, 0.021, -0.040], [-0.234, 0.078, -0.129], [0.040, 0.098, 0.366], [-0.027, 0.099, -0.053], [0.009, -0.008, 0.007], [0.014, 0.019, 0.085], [-0.009, -0.001, -0.019], [0.018, 0.286, -0.123], [-0.015, -0.005, -0.008], [0.000, 0.004, -0.012], [-0.014, -0.070, -0.085], [0.102, 0.187, 0.105], [-0.005, 0.020, -0.024], [0.004, 0.010, 0.015], [0.002, -0.001, 0.023], [-0.060, 0.044, -0.042], [0.255, -0.130, 0.134], [0.013, 0.002, 0.007], [0.008, -0.003, 0.006], [0.002, -0.001, 0.009], [-0.010, 0.141, -0.008], [-0.118, -0.126, 0.092], [-0.009, -0.041, 0.028], [-0.082, -0.005, 0.118], [-0.010, -0.014, -0.008], [0.055, 0.036, 0.040], [-0.065, -0.053, -0.011], [-0.001, -0.002, -0.001], [-0.014, -0.022, -0.005], [-0.009, 0.003, -0.012], [-0.109, 0.003, 0.043], [0.398, 0.019, -0.280], [0.030, 0.008, 0.031], [0.011, 0.007, -0.002], [0.006, 0.007, -0.010], [-0.071, 0.034, 0.050], [0.012, -0.007, -0.003], [0.011, -0.006, -0.008], [0.120, -0.075, -0.134], [0.008, -0.003, -0.001]], "e_homo_ha": -0.3460, "total_energy_ha": -18387.72077, "orbital_gap_ev": 8.865}